Record 1
The following is a DFT calculation (ωB97M-V/def2-TZVPD) of a cluster of 11 separate species, C29H57Br2Cl20NO2 in total.

Computed properties:
LUMO energy = 0.00 eV
gap between HOMO and LUMO = 9.247 eV

Geometry (Å):
Br 0.089 -4.189 -2.675
Br 4.320 -3.146 -1.350
Cl 3.045 -3.995 6.708
Cl 3.805 -4.797 2.003
Cl 2.126 9.077 -1.066
Cl -6.259 5.841 0.432
Cl 1.792 2.882 -0.618
Cl -1.214 4.390 -0.221
Cl 3.566 5.543 -4.392
Cl -7.417 -4.490 -1.570
Cl 5.280 9.574 -2.245
Cl -3.725 4.465 5.363
Cl -0.440 -5.376 -6.583
Cl -2.889 -3.877 -4.782
Cl 5.415 -1.258 4.265
Cl 0.162 -3.569 4.947
Cl 6.568 3.993 -4.804
Cl -5.586 6.130 7.680
Cl 7.008 -4.468 0.983
Cl 3.540 0.233 1.882
Cl -6.093 -6.436 0.882
Cl -4.123 7.993 1.943
O 2.279 -0.739 -1.892
O -1.171 -0.070 -0.789
N -5.130 -1.774 -2.321
C 1.166 -0.735 -1.011
C -5.738 -4.715 0.579
C 0.828 2.952 0.883
C -2.939 -5.520 -5.481
C 5.603 4.073 -3.306
C -4.726 5.920 5.089
C -0.654 2.908 0.611
C 1.363 -4.874 4.749
C -6.944 -3.965 0.070
C 2.617 -3.132 -2.163
C -1.584 -6.180 -5.479
C 5.253 -5.383 2.879
C -4.815 6.591 -0.302
C -1.897 -1.289 -0.676
C 6.410 -4.444 2.661
C -3.980 -2.415 -1.682
C 4.122 4.053 -3.581
C 1.988 -5.280 6.058
C -3.707 6.778 0.701
C 2.262 -1.816 -2.802
C 3.643 -1.014 4.309
C 2.587 9.943 -2.556
C 3.026 -1.112 2.936
C -4.731 6.838 6.283
C 2.329 -5.553 -1.525
C -2.686 -1.629 -1.945
C -0.061 -0.108 -1.673
C 3.801 9.338 -3.214
C 1.902 -4.239 -2.098
H -5.124 7.539 -0.734
H 5.893 4.979 -2.779
H 0.176 0.930 -1.923
H 2.123 -4.516 4.062
H -5.729 5.583 4.844
H -4.932 -1.624 -3.307
H -4.301 6.442 4.235
H 1.284 -1.920 -3.287
H 5.001 -5.386 3.939
H -2.059 -2.191 -2.640
H 3.370 -5.758 -1.788
H 2.259 -5.542 -0.432
H -2.807 7.127 0.199
H 5.453 -6.397 2.542
H 2.617 -6.154 5.900
H -0.313 -0.624 -2.610
H -5.418 -4.281 1.525
H 3.580 3.983 -2.641
H -3.720 7.071 6.606
H 6.070 -3.442 2.896
H -2.944 -0.680 -2.432
H -2.574 -1.145 0.171
H -3.486 5.848 1.218
H 7.237 -4.724 3.310
H 3.676 8.270 -3.365
H -7.804 -4.113 0.717
H 0.850 -5.724 4.303
H 1.113 2.085 1.479
H -0.929 2.058 -0.007
H 1.699 -6.359 -1.902
H 3.303 -2.038 2.437
H -5.250 7.759 6.024
H 1.739 9.877 -3.237
H 3.229 -1.788 4.955
H -3.334 -5.426 -6.489
H -3.628 -6.105 -4.874
H -5.945 -2.379 -2.281
H 0.944 -1.753 -0.654
H 5.868 3.205 -2.706
H -1.685 -7.211 -5.813
H 1.115 3.859 1.407
H 1.239 -5.506 6.812
H 3.849 3.216 -4.219
H -1.191 2.851 1.556
H -6.713 -2.901 0.012
H 3.968 9.820 -4.176
H -1.139 -6.163 -4.487
H -4.473 5.924 -1.092
H 1.942 -1.061 3.028
H -4.920 -4.671 -0.134
H -4.179 -2.438 -0.601
H 2.758 10.982 -2.289
H -1.211 -2.109 -0.418
H 1.439 -0.132 -0.140
H 3.470 -0.037 4.753
H 3.003 -1.576 -3.571
H -3.845 -3.462 -2.000

Atomic partial charges in e from the Mulliken method, atoms 1 to 2: -0.1378, -0.1152



Record 2
The following is a DFT calculation (ωB97M-V/def2-TZVPD) of a structure of composition C2H3Cl2NO2.

Computed properties:
LUMO energy (spin up / spin down) = -2.14 / -1.99 eV
energy relative to the best compared isomer or geometry (same formula, charge and spin) = 144.0 kcal/mol
gap between HOMO and LUMO (spin up / spin down) = 7.812 / 7.888 eV

Geometry (Å):
Cl -1.121 -1.335 -1.878
Cl 1.252 -2.717 -1.669
O -0.826 -0.268 -0.242
O 1.293 0.412 -0.545
N -0.442 -2.636 -1.371
C -0.048 1.372 1.249
C 0.196 0.419 0.018
H 0.651 1.170 1.956
H 0.096 2.269 0.744
H -1.051 1.313 1.738

Atomic partial charges in e from the Mulliken method, atoms 1 to 2: 0.3467, 0.0238



What are the max |F| values for these records? In order: 0.49, 4.00 eV/A.